{"formula": "C46H131AgBN11O14V", "method": "the ωB97M-V functional and the def2-TZVPD basis", "multiplicity": 2, "e_homo_ha": [-0.2941, -0.2947], "molar_mass_g_mol": 1232.2, "homo_lumo_gap_ev": [8.17, 8.19], "species": ["O", "V", "Ag", "B", "H", "H", "H", "H", "C", "O", "H", "H", "H", "C", "O", "H", "H", "H", "C", "C", "C", "O", "C", "N", "H", "H", "H", "H", "H", "H", "H", "H", "H", "H", "H", "C", "C", "C", "O", "C", "N", "H", "H", "H", "H", "H", "H", "H", "H", "H", "H", "H", "C", "C", "C", "O", "C", "N", "H", "H", "H", "H", "H", "H", "H", "H", "H", "H", "H", "C", "C", "C", "O", "C", "N", "H", "H", "H", "H", "H", "H", "H", "H", "H", "H", "H", "C", "C", "C", "O", "C", "N", "H", "H", "H", "H", "H", "H", "H", "H", "H", "H", "H", "C", "C", "C", "O", "C", "N", "H", "H", "H", "H", "H", "H", "H", "H", "H", "H", "H", "C", "C", "C", "O", "C", "N", "H", "H", "H", "H", "H", "H", "H", "H", "H", "H", "H", "C", "C", "C", "O", "C", "N", "H", "H", "H", "H", "H", "H", "H", "H", "H", "H", "H", "C", "C", "C", "O", "C", "N", "H", "H", "H", "H", "H", "H", "H", "H", "H", "H", "H", "C", "C", "C", "O", "C", "N", "H", "H", "H", "H", "H", "H", "H", "H", "H", "H", "H", "C", "C", "C", "O", "C", "N", "H", "H", "H", "H", "H", "H", "H", "H", "H", "H", "H"], "positions_angstrom": [[0.723, 5.866, -0.156], [0.181, 4.406, 0.237], [-3.441, 3.538, 1.363], [-0.267, 4.819, 2.479], [0.223, 5.637, 1.973], [0.468, 4.056, 2.686], [-0.781, 5.216, 3.341], [-1.033, 4.404, 1.844], [-2.672, 4.628, -1.616], [-1.873, 4.832, -0.475], [-3.747, 4.526, -1.466], [-2.619, 5.552, -2.192], [-2.356, 3.766, -2.204], [0.646, 0.964, -0.372], [0.131, 2.165, 0.123], [0.159, 0.876, -1.343], [1.730, 1.083, -0.387], [0.612, 0.064, 0.242], [1.487, 6.235, -3.064], [0.750, 4.901, -3.244], [1.260, 4.004, -4.419], [0.300, 2.956, -4.650], [-0.974, 3.324, -5.069], [0.968, 4.103, -2.056], [2.366, 6.150, -2.425], [0.790, 7.026, -2.789], [1.993, 6.595, -3.960], [-0.315, 5.057, -3.415], [2.249, 3.592, -4.217], [1.383, 4.605, -5.319], [-1.655, 3.697, -4.304], [-1.563, 2.469, -5.400], [-0.762, 3.943, -5.941], [0.640, 3.151, -2.126], [1.938, 3.839, -1.953], [-2.304, -5.732, -5.893], [-1.414, -4.902, -4.943], [-2.160, -4.606, -3.651], [-3.271, -3.677, -3.707], [-2.902, -2.260, -3.588], [-0.234, -5.607, -4.704], [-1.786, -6.159, -6.752], [-3.184, -5.207, -6.264], [-2.742, -6.607, -5.413], [-1.237, -3.889, -5.305], [-1.442, -4.089, -3.015], [-2.488, -5.536, -3.185], [-3.751, -1.587, -3.477], [-2.238, -2.035, -4.422], [-2.391, -2.101, -2.638], [0.349, -4.966, -4.186], [0.198, -5.771, -5.602], [3.750, -1.886, -3.872], [2.835, -2.871, -4.600], [1.743, -2.351, -5.543], [0.849, -1.627, -4.695], [0.379, -0.331, -5.226], [3.742, -3.716, -5.393], [4.261, -2.468, -3.105], [3.128, -1.169, -3.337], [4.501, -1.457, -4.534], [2.320, -3.527, -3.898], [1.123, -3.098, -6.036], [2.194, -1.685, -6.278], [-0.289, 0.071, -4.464], [-0.229, -0.525, -6.110], [1.171, 0.342, -5.554], [4.306, -3.118, -5.980], [3.173, -4.264, -6.023], [0.726, 1.995, 4.989], [1.379, 0.934, 4.131], [0.311, -0.013, 3.586], [-0.286, -0.754, 4.734], [-1.153, -1.777, 4.203], [2.028, 1.529, 2.921], [-0.013, 2.679, 4.571], [1.553, 2.483, 5.505], [0.154, 1.553, 5.804], [2.085, 0.372, 4.742], [0.770, -0.747, 2.924], [-0.438, 0.492, 2.976], [-1.651, -1.395, 3.313], [-1.847, -2.081, 4.986], [-0.642, -2.698, 3.922], [1.234, 1.940, 2.452], [2.396, 0.797, 2.331], [-3.783, 4.849, 4.793], [-2.875, 3.665, 5.028], [-3.602, 2.528, 5.870], [-3.940, 2.987, 7.206], [-4.576, 1.957, 8.007], [-2.472, 3.193, 3.707], [-4.739, 4.591, 4.338], [-3.312, 5.617, 4.180], [-4.097, 5.308, 5.731], [-2.066, 4.060, 5.642], [-2.773, 1.824, 5.939], [-4.429, 2.026, 5.369], [-4.776, 2.340, 9.007], [-4.011, 1.029, 8.092], [-5.496, 1.516, 7.623], [-1.677, 3.681, 3.320], [-2.061, 2.278, 3.830], [5.113, -6.351, 2.201], [4.262, -5.868, 3.394], [3.685, -4.371, 3.265], [4.734, -3.519, 2.871], [4.361, -2.346, 2.086], [3.191, -6.762, 3.505], [5.345, -7.393, 2.423], [5.958, -5.669, 2.104], [4.700, -6.298, 1.194], [4.707, -5.920, 4.387], [3.008, -3.994, 4.031], [3.018, -4.219, 2.416], [3.758, -1.629, 2.642], [3.832, -2.458, 1.139], [5.238, -1.707, 1.987], [2.780, -6.751, 2.583], [2.540, -6.335, 4.148], [-4.549, -0.318, -8.441], [-3.911, -0.340, -7.041], [-4.384, 0.810, -6.050], [-3.703, 0.925, -4.761], [-4.566, 1.500, -3.715], [-4.046, -1.666, -6.539], [-5.610, -0.570, -8.448], [-3.933, -0.959, -9.072], [-4.489, 0.669, -8.901], [-2.855, -0.177, -7.253], [-5.444, 0.559, -5.994], [-4.407, 1.800, -6.506], [-4.831, 2.503, -4.052], [-3.954, 1.638, -2.823], [-5.362, 0.826, -3.398], [-4.008, -1.732, -5.532], [-4.949, -2.069, -6.744], [-3.406, -0.311, -0.478], [-3.779, 0.945, 0.250], [-4.993, 0.927, 1.106], [-5.352, 2.277, 1.414], [-6.736, 2.279, 1.736], [-2.662, 1.318, 1.125], [-2.520, -0.261, -1.112], [-4.209, -0.573, -1.166], [-3.214, -1.138, 0.206], [-3.907, 1.711, -0.515], [-4.821, 0.374, 2.029], [-5.735, 0.322, 0.583], [-6.874, 1.419, 2.392], [-7.347, 2.124, 0.847], [-6.978, 3.208, 2.253], [-1.890, 1.550, 0.516], [-2.409, 0.425, 1.523], [0.745, -6.904, -0.254], [0.122, -5.798, 0.621], [-1.417, -5.793, 0.477], [-1.965, -4.794, 1.307], [-3.444, -4.787, 1.277], [0.552, -5.994, 1.959], [0.345, -7.011, -1.263], [0.422, -7.881, 0.105], [1.808, -6.949, -0.017], [0.583, -4.848, 0.352], [-1.923, -6.679, 0.861], [-1.645, -5.653, -0.580], [-3.685, -3.741, 1.463], [-3.607, -5.541, 2.047], [-3.761, -5.064, 0.272], [-0.093, -5.399, 2.459], [0.456, -6.965, 2.221], [5.954, 0.973, 3.546], [5.208, 1.074, 4.927], [4.682, -0.237, 5.571], [3.833, 0.069, 6.727], [3.201, -1.055, 7.344], [6.113, 1.712, 5.914], [5.357, 0.397, 2.838], [6.950, 0.536, 3.624], [6.109, 1.991, 3.190], [4.418, 1.819, 4.827], [5.558, -0.840, 5.807], [4.117, -0.855, 4.873], [3.766, -1.175, 8.269], [3.300, -1.921, 6.690], [2.162, -0.772, 7.509], [6.116, 2.716, 5.797], [5.686, 1.428, 6.784], [4.347, 5.417, 1.180], [3.482, 4.635, 0.147], [4.448, 3.734, -0.655], [3.601, 3.114, -1.679], [4.074, 1.825, -2.278], [2.384, 3.871, 0.726], [3.737, 5.717, 2.033], [4.829, 6.302, 0.765], [5.074, 4.743, 1.633], [3.019, 5.337, -0.546], [4.996, 2.976, -0.095], [5.242, 4.310, -1.130], [3.634, 1.650, -3.260], [3.865, 0.960, -1.648], [5.138, 1.891, -2.505], [2.341, 3.038, 0.157], [2.549, 3.618, 1.690]], "forces_ev_per_angstrom": [[-0.8, -2.0, 0.7], [0.3, 2.8, -2.6], [1.2, 1.1, 0.3], [0.7, 0.1, 0.3], [1.7, 2.9, -1.6], [2.6, -2.9, 1.2], [-1.7, 1.4, 3.1], [-3.1, -1.8, -2.7], [1.2, 0.8, 0.5], [-0.2, -1.4, 1.3], [-0.4, -0.3, 0.7], [0.2, 0.0, -0.8], [0.1, -0.2, -0.4], [0.3, 2.0, 0.1], [-0.8, 1.0, 1.2], [0.6, -1.1, -0.4], [0.7, -0.1, -1.0], [-1.1, -0.3, 0.4], [0.3, 0.1, -0.9], [1.4, -0.7, -0.6], [-1.6, 1.1, -0.2], [1.6, -1.1, 1.1], [-0.2, 0.0, -0.9], [-0.8, -1.5, 1.9], [-0.5, 0.0, 0.7], [0.3, -0.1, 0.5], [-0.4, -0.2, -0.7], [0.1, 0.1, 0.3], [-0.2, -0.4, 0.2], [-0.2, 0.2, -0.4], [0.4, 0.9, 0.1], [0.6, -0.6, -0.2], [-1.0, 0.7, 0.0], [-1.1, -0.2, -0.6], [0.7, 0.8, -0.1], [-0.5, 0.1, -0.1], [-3.5, 0.7, -1.1], [0.0, 1.2, 0.8], [-0.2, 0.4, -0.3], [0.7, -1.8, 0.4], [1.4, -0.5, 0.8], [0.3, 0.3, -0.1], [0.2, 0.4, 0.0], [0.3, -0.1, 0.6], [0.0, 0.2, -0.9], [0.4, -0.4, 0.5], [-0.2, 0.1, 0.1], [-0.4, -0.5, -0.7], [-0.1, 0.5, 0.1], [0.5, -0.2, 0.1], [0.7, -0.2, 0.2], [0.4, -0.2, 0.0], [-1.2, -0.4, 0.5], [0.5, -1.0, -1.4], [-0.2, 1.7, 1.6], [-0.4, 1.8, -0.5], [-0.3, -1.9, 0.1], [-0.2, -0.4, 0.2], [0.2, 0.0, -0.1], [0.2, 0.4, -0.2], [-0.2, 0.3, 0.0], [0.1, 0.1, 0.4], [0.5, -0.5, -0.2], [0.0, 0.1, -0.3], [0.4, 0.3, 0.0], [-0.2, -0.1, -0.2], [0.2, 0.0, 0.6], [0.2, 0.1, -0.1], [0.1, -0.4, -0.2], [0.4, -0.1, 1.3], [-1.1, -0.1, -1.4], [0.3, -1.5, 1.9], [-0.2, 0.1, -2.1], [0.4, 0.4, 0.6], [-0.1, 0.2, 1.4], [0.7, 0.2, -0.7], [-0.2, 0.7, -0.2], [0.1, -0.6, 0.1], [0.1, 0.0, -0.1], [0.2, -0.3, -0.1], [-0.4, 0.3, 0.2], [-0.4, -0.1, 0.0], [-0.2, 0.3, -0.1], [0.5, 0.1, -0.2], [0.0, 0.4, -0.8], [0.0, -0.2, -0.1], [-0.8, 0.7, 0.5], [-1.9, 0.7, 0.4], [1.8, 0.8, 0.2], [-0.7, -1.2, -0.6], [0.4, -0.1, -0.4], [-0.2, -1.4, 0.5], [0.1, -0.4, -0.4], [0.1, -0.1, 0.0], [0.3, 0.1, 0.2], [0.4, -0.4, 0.1], [-0.1, -0.8, 0.4], [-0.3, 0.4, -0.2], [0.2, 0.2, -0.2], [1.0, 0.2, 0.1], [-0.5, 0.8, -0.6], [0.0, 0.8, 0.3], [-0.2, -0.7, -0.2], [0.6, 1.1, 0.9], [-0.3, 2.3, -0.3], [0.3, -0.5, -2.5], [0.7, 2.1, -0.4], [0.5, 0.3, 1.6], [-1.5, -1.2, -0.1], [0.5, 0.2, -0.2], [0.5, -0.5, 0.2], [-1.0, 0.0, 0.3], [1.2, 0.2, -0.3], [0.6, -0.1, 1.2], [-0.6, -1.4, -0.5], [-0.7, -0.3, 0.6], [0.2, -0.9, -0.2], [0.5, -0.7, -0.5], [-0.8, -0.2, 0.1], [-0.6, -0.4, 0.0], [0.2, 1.0, 0.3], [0.8, 1.6, 0.1], [-0.5, -0.5, -0.4], [-1.3, -0.7, -0.2], [1.6, -0.3, -0.9], [-0.5, -1.1, 0.9], [0.0, -0.4, 0.1], [-0.4, -0.3, 0.0], [0.1, 0.2, 0.1], [0.3, 0.1, 0.2], [-0.4, 0.0, 1.0], [0.5, 0.1, -0.4], [-0.7, -0.1, 0.1], [0.4, 0.0, -0.2], [-0.4, 0.2, -0.6], [0.4, 0.2, 0.0], [-0.2, 0.0, -0.4], [-0.9, -1.0, -0.6], [1.6, 0.3, -0.2], [0.0, -0.6, -0.3], [-0.9, -1.2, -0.7], [0.2, 0.0, 0.5], [-0.1, 0.0, -0.7], [0.2, 0.6, 0.2], [-0.2, -0.4, 0.0], [-0.2, -0.2, 0.1], [-0.1, 0.4, 0.0], [0.2, 0.0, 0.3], [-0.8, 0.6, -0.2], [-0.5, 0.2, 0.3], [-0.1, 0.2, -0.1], [0.0, -0.1, -0.1], [1.0, 0.3, 0.0], [0.4, 0.0, 0.8], [-0.9, -0.7, 1.0], [-0.2, -1.1, -1.5], [0.4, 0.4, 0.4], [-0.5, 1.4, -0.7], [2.9, -0.2, -0.1], [0.2, 0.2, 0.8], [0.9, 0.9, -0.4], [-0.3, -0.2, 0.7], [0.2, 0.4, -1.0], [-0.6, 0.3, -0.6], [0.6, -1.0, -0.5], [-0.4, 0.2, -0.2], [-0.5, -0.4, 0.5], [-1.4, 0.3, -0.1], [-0.3, -0.2, 0.1], [0.1, -0.2, 1.0], [-0.3, -0.1, 0.3], [-0.7, -0.3, 1.1], [0.6, 0.7, 0.0], [-0.4, 0.6, -0.1], [1.0, 0.3, -1.6], [1.0, 0.9, -0.4], [0.2, -1.2, -0.2], [0.0, 0.2, -0.2], [-0.1, -0.2, 0.3], [-0.2, 0.0, -0.2], [-0.8, -0.6, -0.5], [0.2, -0.1, 0.6], [-0.3, 0.2, -0.3], [-0.5, -0.6, 0.2], [-0.2, -0.2, 0.2], [0.0, -0.3, 0.1], [-0.2, 0.0, 0.3], [0.3, 0.8, 0.6], [-0.9, -0.6, 0.2], [1.6, 0.7, 0.2], [-1.0, -0.3, -1.0], [1.2, -1.8, -0.5], [0.2, 1.5, 0.4], [-0.3, 0.0, -0.4], [-0.2, 0.3, -0.2], [0.0, -0.2, -0.1], [0.3, 0.0, -0.2], [0.2, 0.1, 0.0], [-0.5, -0.2, 0.5], [-0.1, 0.4, -0.2], [-0.6, 0.4, 0.2], [0.0, 0.2, 0.2], [0.2, 0.0, 0.4], [-0.3, -0.6, 0.3], [0.0, -0.3, 0.3]], "mulliken_charge": [-0.333, 0.761, 0.362, 1.846, -0.296, -0.950, -0.327, -0.119, -0.527, -0.836, 0.313, 0.413, -0.201, -1.387, 1.169, 0.120, 0.049, 0.184, -1.540, 0.891, -1.031, -0.017, -0.079, 1.494, 0.119, 0.291, 0.508, 0.105, 0.041, 0.422, 0.020, -0.327, 0.406, -0.356, -0.415, -1.580, 1.387, -1.172, -0.460, -0.507, -0.655, 0.435, 0.303, 0.352, -0.210, 0.388, 0.409, 0.079, 0.437, 0.253, 0.159, 0.315, -1.415, 0.965, -0.935, -0.086, -0.969, -0.787, 0.377, 0.161, 0.403, 0.084, 0.201, 0.429, 0.114, 0.386, 0.487, 0.269, 0.277, -1.462, 1.578, -0.472, -0.445, -0.519, 0.423, -0.047, 0.383, 0.439, -0.866, 0.704, -0.145, 0.007, 0.397, 0.213, -0.594, 0.109, -1.711, 0.492, -0.574, -0.357, -0.792, 0.453, 0.221, 0.368, 0.433, 0.315, 0.288, 0.405, 0.279, 0.306, 0.319, -0.343, -0.154, -1.451, 0.211, -0.272, -0.372, -0.524, -0.765, 0.399, 0.399, 0.277, 0.356, 0.416, 0.032, -0.125, 0.457, 0.388, 0.290, 0.297, -1.690, 0.837, -1.071, 0.004, -0.346, -0.425, 0.440, 0.382, 0.402, -0.051, 0.413, 0.394, 0.458, -0.385, 0.347, 0.084, 0.280, -1.822, 1.349, -0.977, -0.271, -1.014, 0.507, 0.342, 0.471, 0.501, -0.011, 0.411, 0.515, 0.380, 0.291, 0.290, -0.591, -0.369, -1.621, 0.385, -0.452, -0.177, -0.733, -0.369, 0.358, 0.444, 0.336, 0.245, 0.360, 0.056, 0.078, 0.361, 0.325, 0.124, 0.326, -1.148, 0.984, -0.664, -0.391, -0.673, -0.848, 0.014, 0.424, 0.238, 0.081, 0.587, 0.043, 0.322, 0.257, 0.187, 0.286, 0.297, -1.660, 1.269, -1.100, -0.363, -0.991, 0.421, 0.418, 0.396, 0.364, -0.565, 0.492, 0.459, 0.185, 0.276, 0.531, -0.568, -0.013]}